Version 1
Molecular formula: C48H72O24
Method: DFT, ωB97M-V with the def2-TZVPD basis set

Calculated values
- SMILES: O=C1CCCO1.O=C1CCCO1.O=C1CCCO1.O=C1CCCO1.O=C1CCCO1.O=C1CCCO1.O=C1CCCO1.O=C1CCCO1.O=C1CCCO1.O=C1CCCO1.O=C1CCCO1.O=C1CCCO1

Structure (ORCA input):
```
! wB97M-V def2-TZVPD RIJCOSX def2/J DEFGRID3
* xyz 0 1
O 0.92686 12.11322 8.58510
C 0.88084 12.48117 9.71594
C 0.00823 12.03944 10.88826
C 0.67065 12.71862 12.08561
C 1.98647 13.30781 11.57627
O 1.88972 13.31770 10.14970
H -0.95880 12.51755 10.70754
H -0.18849 10.97365 10.91783
H 0.07193 13.54041 12.48000
H 0.84220 12.03093 12.91322
H 2.07547 14.34361 11.89391
H 2.78908 12.69279 11.98154
O 7.33509 13.62248 6.36741
C 6.30026 13.53192 6.96979
C 5.38305 14.67652 7.34311
C 4.08306 13.92736 7.72720
C 4.69911 12.67585 8.35669
O 5.96133 12.45467 7.68747
H 5.90838 15.18028 8.15797
H 5.22587 15.39700 6.54759
H 3.38731 14.50725 8.32973
H 3.45041 13.66575 6.87539
H 4.86340 12.85645 9.41769
H 4.12040 11.79787 8.08115
O 5.43102 14.09119 12.20959
C 5.21720 15.12002 11.61872
C 5.94881 16.41206 11.73740
C 5.32976 17.28889 10.62618
C 4.08040 16.49878 10.16795
O 4.23877 15.19379 10.70643
H 5.79544 16.90011 12.70005
H 7.01196 16.31482 11.53966
H 5.09258 18.29047 10.99114
H 6.04327 17.52425 9.83517
H 3.15549 16.93275 10.54705
H 4.11035 16.53519 9.08137
O 8.11744 10.13317 9.90720
C 7.14495 9.89144 10.55960
C 6.87736 9.66585 12.06313
C 5.54942 10.41657 12.23769
C 4.91994 10.25829 10.82510
O 5.93367 9.83098 9.94767
H 6.77063 8.61630 12.32637
H 7.77404 10.09660 12.50932
H 4.92707 10.01541 13.03307
H 5.74086 11.46414 12.47879
H 4.20435 9.42870 10.85385
H 4.37583 11.15016 10.52625
O 4.02980 9.35212 16.33898
C 3.93067 10.49765 16.02825
C 4.20027 11.70500 16.88338
C 3.69305 12.87120 16.02682
C 3.48811 12.27461 14.63844
O 3.38408 10.84628 14.81510
H 3.62014 11.53105 17.78807
H 5.25216 11.69947 17.16716
H 2.71895 13.15829 16.42102
H 4.35494 13.73206 15.99725
H 2.53227 12.64666 14.27531
H 4.31799 12.38154 13.94060
O 8.34201 13.42412 14.75056
C 8.06635 14.57268 14.95177
C 7.00154 15.07803 15.93928
C 7.49929 16.47550 16.19010
C 8.25572 16.84891 14.91136
O 8.71512 15.59010 14.37974
H 6.01718 15.10092 15.46620
H 6.96623 14.46692 16.83514
H 6.86286 17.35420 16.32640
H 8.22840 16.45728 17.00342
H 7.61219 17.27845 14.14259
H 9.00701 17.57585 15.21218
O 8.41697 16.54624 8.97780
C 8.59820 15.39111 9.26168
C 9.82220 14.54936 9.03499
C 9.33903 13.12904 9.39688
C 8.06570 13.32918 10.19059
O 7.61938 14.67676 9.86296
H 10.11837 14.48171 7.99013
H 10.71224 14.80423 9.60642
H 9.12262 12.56353 8.49315
H 10.00387 12.51723 10.00662
H 7.37886 12.58523 9.79004
H 8.12023 13.25644 11.27506
O 0.52293 18.91228 6.14054
C 1.71015 18.75771 6.03326
C 2.48256 17.44638 6.10119
C 3.86951 17.95726 6.47951
C 3.93262 19.36215 5.88057
O 2.54496 19.80504 6.00249
H 2.05417 16.78598 6.84177
H 2.55393 17.04557 5.08944
H 4.05254 18.09116 7.54990
H 4.65534 17.27088 6.16875
H 4.53552 20.10298 6.39010
H 4.10190 19.39267 4.80257
O 10.20076 22.03724 6.54174
C 9.40319 21.15405 6.60473
C 8.47330 20.88533 7.77927
C 7.47767 19.87736 7.23245
C 8.26021 19.25283 6.05060
O 9.33137 20.12676 5.73427
H 9.04037 20.48618 8.61740
H 8.02250 21.85204 8.00251
H 7.19181 19.05499 7.88878
H 6.59548 20.29348 6.75433
H 8.62836 18.24419 6.22965
H 7.52957 19.23005 5.23898
O -2.72760 16.02311 6.76424
C -1.84664 16.12077 7.56244
C -2.00235 16.28592 9.05511
C -0.61000 15.95727 9.57354
C 0.24378 16.33343 8.36757
O -0.54488 16.15739 7.18665
H -2.36977 17.29282 9.26666
H -2.75036 15.61730 9.47546
H -0.16472 16.45712 10.43245
H -0.60054 14.87916 9.75016
H 0.51224 17.39493 8.42792
H 1.20370 15.81447 8.35920
O 6.60331 24.61054 10.90228
C 6.17959 23.49552 10.94299
C 6.96248 22.23667 11.21258
C 5.86673 21.19962 11.47847
C 4.61507 21.80219 10.84863
O 4.89041 23.21042 10.69133
H 7.46235 22.04702 10.25988
H 7.72480 22.33336 11.97658
H 6.07769 20.27532 10.94196
H 5.72198 21.03926 12.54559
H 4.34506 21.37100 9.88255
H 3.69130 21.76837 11.42362
O 2.33522 19.63046 10.14466
C 1.67471 19.98951 11.08246
C 0.98318 19.13045 12.11210
C -0.15512 20.03696 12.62985
C 0.18993 21.44906 12.11033
O 1.28258 21.26297 11.18208
H 0.61314 18.20389 11.67786
H 1.66639 18.79285 12.89231
H -1.14081 19.71670 12.30374
H -0.17333 20.01722 13.71909
H -0.57516 21.78592 11.40814
H 0.34518 22.22814 12.84973
*
```

Version 2
Molecular formula: C48H72O24
Method: DFT, ωB97M-V with the def2-TZVPD basis set

Calculated values
- SMILES: O=C1CCCO1.O=C1CCCO1.O=C1CCCO1.O=C1CCCO1.O=C1CCCO1.O=C1CCCO1.O=C1CCCO1.O=C1CCCO1.O=C1CCCO1.O=C1CCCO1.O=C1CCCO1.O=C1CCCO1

Structure (ORCA input):
```
! wB97M-V def2-TZVPD RIJCOSX def2/J DEFGRID3
* xyz 0 1
O -3.06861 -3.76950 -0.15973
C -3.41068 -4.34112 0.85781
C -2.98294 -4.03586 2.29801
C -3.88942 -4.93304 3.10952
C -4.38108 -6.01232 2.16546
O -4.17605 -5.46114 0.85486
H -1.92537 -4.20845 2.49766
H -3.26591 -3.00475 2.50975
H -3.35407 -5.48305 3.88346
H -4.69784 -4.34001 3.53715
H -3.75363 -6.89197 2.30905
H -5.44249 -6.18707 2.34141
O 4.96900 6.93020 1.42900
C 3.81291 6.64465 1.11838
C 2.69042 7.54080 0.73693
C 1.65415 6.52452 0.24524
C 1.97851 5.19563 0.96948
O 3.39966 5.34002 1.17900
H 2.36217 8.05702 1.63908
H 3.09534 8.18592 -0.04279
H 0.62625 6.81300 0.46499
H 1.73158 6.46547 -0.84040
H 1.48114 5.21057 1.93927
H 1.69069 4.31654 0.39289
O 1.61771 -3.51703 -1.46342
C 1.03868 -4.50776 -1.10767
C 0.23178 -4.61040 0.14786
C 0.56865 -6.07326 0.56315
C 0.73830 -6.72307 -0.80512
O 1.25016 -5.74523 -1.61952
H 0.61016 -3.93773 0.91756
H -0.83795 -4.42824 0.04487
H 1.49803 -5.92098 1.11195
H -0.18159 -6.50651 1.22461
H 1.42745 -7.56751 -0.79436
H -0.22150 -7.14922 -1.09714
O -3.79531 6.08392 -2.16699
C -3.26047 5.32606 -2.95896
C -3.64510 5.03092 -4.41127
C -3.20795 3.62460 -4.62104
C -1.98178 3.56426 -3.69260
O -2.40170 4.32501 -2.57783
H -4.71009 5.23370 -4.52432
H -3.08883 5.73990 -5.02447
H -4.02838 2.99241 -4.28143
H -2.90435 3.33990 -5.62845
H -1.67356 2.56613 -3.38142
H -1.04512 3.91057 -4.12947
O 3.45228 -1.09448 0.69840
C 4.29882 -1.99167 0.77538
C 4.14038 -3.48350 0.54274
C 5.57425 -4.03707 0.58427
C 6.13811 -3.08402 1.64949
O 5.51405 -1.86464 1.34032
H 3.49737 -3.88190 1.32755
H 3.64760 -3.52262 -0.42872
H 5.68697 -5.04702 0.97847
H 6.14623 -3.94262 -0.33878
H 5.87844 -3.34032 2.67661
H 7.22366 -3.03722 1.56293
O -1.38471 5.64876 1.72476
C -2.20600 4.75516 1.82537
C -3.60401 4.72832 1.16300
C -4.15907 3.38106 1.62734
C -3.18078 2.82331 2.66957
O -2.06466 3.71567 2.66088
H -4.21337 5.56263 1.51042
H -3.54651 4.85320 0.08171
H -5.16435 3.40460 2.04801
H -4.10134 2.70228 0.77644
H -3.46917 2.75514 3.71851
H -2.90276 1.82213 2.34025
O 2.27274 -3.78645 6.97975
C 1.93853 -3.02081 6.07887
C 0.66561 -2.20431 5.84381
C 0.70249 -2.03231 4.35742
C 2.25513 -2.07914 4.03369
O 2.81997 -2.85019 5.07742
H -0.13480 -2.74643 6.34734
H 0.86443 -1.24218 6.31591
H 0.13779 -2.82959 3.87414
H 0.22437 -1.14574 3.94090
H 2.48551 -2.39357 3.01577
H 2.66134 -1.06778 4.01810
O 2.30366 -1.03348 -5.56607
C 3.03478 -0.77411 -4.63033
C 3.13682 0.50180 -3.87652
C 3.84150 0.04354 -2.55981
C 4.62803 -1.19228 -3.06255
O 3.97173 -1.69768 -4.21692
H 3.68469 1.22773 -4.47732
H 2.09921 0.83217 -3.82842
H 4.49033 0.80118 -2.12039
H 3.09012 -0.20491 -1.81028
H 5.58242 -0.78011 -3.39021
H 4.70257 -1.94388 -2.27665
O 2.24683 3.06922 -2.47096
C 2.31780 3.85582 -3.43656
C 3.31713 4.88050 -3.64569
C 3.12210 5.32135 -5.08042
C 1.67755 4.88740 -5.33010
O 1.50558 3.71694 -4.49386
H 3.18432 5.73438 -2.98134
H 4.30991 4.44381 -3.53711
H 3.17855 6.39615 -5.25278
H 3.93125 4.98229 -5.72727
H 0.95106 5.67840 -5.14402
H 1.56517 4.52032 -6.35026
O -2.58535 -3.22190 6.04293
C -3.20369 -2.32470 5.57823
C -2.68074 -1.14166 4.76555
C -3.92008 -0.42511 4.38732
C -4.96919 -1.02798 5.36773
O -4.49219 -2.21111 5.84656
H -2.07915 -0.51310 5.42213
H -2.17451 -1.62232 3.92842
H -3.92058 0.65969 4.49370
H -4.17637 -0.59422 3.34146
H -5.18519 -0.39033 6.22496
H -5.92049 -1.15077 4.84998
O -0.96659 -1.24968 1.79511
C -0.81697 -0.44605 0.92388
C -0.07070 -0.69395 -0.43571
C 0.15940 0.65880 -0.92107
C -0.88086 1.57772 -0.22686
O -1.32723 0.77578 0.97570
H 0.81372 -1.26572 -0.15468
H -0.71936 -1.35212 -1.01377
H 1.17731 0.96929 -0.68534
H 0.09482 0.76238 -2.00421
H -0.50530 2.57244 0.01310
H -1.77788 1.75037 -0.82154
O -2.99821 0.11287 -3.55444
C -2.37016 -0.91855 -3.48473
C -2.82418 -2.33161 -3.09064
C -1.59505 -3.19158 -3.24918
C -0.44256 -2.25660 -3.75736
O -1.06959 -0.98409 -3.86844
H -3.28330 -2.41891 -2.10591
H -3.60543 -2.81631 -3.67614
H -1.40182 -3.81076 -2.37318
H -1.71966 -3.96893 -4.00303
H 0.42785 -2.16336 -3.10789
H -0.09995 -2.64726 -4.71554
*
```

Quick one: most stable of them? version 1

Version 1
Molecular formula: C3H6N3
Method: DFT, ωB97M-V with the def2-TZVPD basis set

Structure (ORCA input):
```
! wB97M-V def2-TZVPD RIJCOSX def2/J DEFGRID3
* xyz 1 1
C -1.28637 -1.07146 -0.11590
C -2.37968 1.05979 0.10053
C 1.94881 0.47978 0.09739
N -1.96656 0.00612 0.13668
N 0.05700 -0.87474 -0.17437
N 0.53032 0.29883 0.06181
H -1.75885 -2.01073 -0.09097
H -2.85130 2.04501 0.25691
H 2.48967 -0.19900 0.62162
H 2.33941 0.39741 -1.06845
H 2.20682 1.53931 0.52782
H 0.67071 -1.67034 -0.35307
*
```

Version 2
Molecular formula: C3H6N3
Method: DFT, ωB97M-V with the def2-TZVPD basis set

Calculated values
- SMILES: N[n+]1ccc[nH]1

Structure (ORCA input):
```
! wB97M-V def2-TZVPD RIJCOSX def2/J DEFGRID3
* xyz 1 1
N -0.79959 -0.77849 1.51138
N -0.12550 -0.22456 0.55853
C 0.99581 0.42902 0.39102
C 1.05201 0.77904 -0.98133
C -0.12861 0.47009 -1.54259
N -0.77151 -0.24068 -0.59528
H -0.85882 -0.20049 2.28729
H -0.55407 -1.73235 1.71685
H 1.69919 0.63987 1.24299
H 1.88176 1.10510 -1.48224
H -0.65655 0.36829 -2.50705
H -1.73412 -0.61485 -0.59957
*
```

Quick one: most stable of them? version 2